1.
Computed, not measured: 2 unconnected molecules or ions with the total composition C4H8O2, with ωB97M-V/def2-TZVPD.

```
! wB97M-V def2-TZVPD RIJCOSX def2/J DEFGRID3
* xyz 0 1
C -0.253 -1.257 -0.753
C -0.432 -0.636 0.408
O -1.704 -0.346 0.856
C 0.680 0.096 1.123
C 0.553 1.373 0.324
O 1.254 1.627 -0.629
H 0.743 -1.434 -1.148
H -0.090 0.236 -2.212
H -1.109 -1.603 -1.323
H -1.803 -0.729 1.739
H 0.485 0.228 2.192
H 1.663 -0.358 0.969
H -0.345 1.977 0.564
H 0.359 0.825 -2.109
*
```

Properties
ΔE to the lowest compared entry with this formula, charge and spin = 3.239 eV
Calculated total energy = -307.593382 Eh
Structure (SMILES) = C=C(O)CC=O.[H][H]

=====

2.
Computed, not measured: a single C5H6O2 molecule, with ωB97M-V/def2-TZVPD.

```
! wB97M-V def2-TZVPD RIJCOSX def2/J DEFGRID3
* xyz 0 1
O -2.027 1.634 -0.466
C -1.381 0.939 0.220
C -0.097 -0.188 -0.150
C 0.825 0.771 0.531
C 0.576 -0.390 -1.342
C -0.462 -1.407 0.654
O -0.478 -2.525 0.202
H -0.541 1.256 1.190
H 1.629 0.377 1.151
H 1.074 1.679 -0.015
H 0.788 -1.395 -1.704
H 0.838 0.448 -1.979
H -0.746 -1.199 1.706
*
```

Properties
ΔE to the lowest compared entry with this formula, charge and spin = 5.368 eV
Calculated total energy = -344.404642 Eh

=====

3.
Computed, not measured: a single C21H26N2O6S molecule, with ωB97M-V/def2-TZVPD.

```
! wB97M-V def2-TZVPD RIJCOSX def2/J DEFGRID3
* xyz 0 1
C -5.770 -1.354 -0.173
C -5.777 0.000 -0.870
H -6.106 -0.093 -1.907
H -6.429 0.696 -0.332
O -4.466 0.558 -0.946
C -4.026 1.219 0.137
O -4.678 1.363 1.142
C -2.650 1.735 -0.044
C -1.999 2.296 1.053
C -0.701 2.752 0.949
C -0.030 2.641 -0.267
C -0.688 2.104 -1.375
C -1.987 1.658 -1.266
H -2.493 1.242 -2.123
H -0.167 2.027 -2.319
N 1.308 3.001 -0.426
C 2.205 3.394 0.518
O 1.942 3.782 1.631
C 3.653 3.279 0.014
O 3.823 2.237 -0.924
C 3.428 0.978 -0.564
C 3.353 0.047 -1.603
C 2.867 -1.222 -1.361
C 2.460 -1.564 -0.085
C 2.582 -0.671 0.959
C 3.066 0.605 0.728
H 3.142 1.295 1.553
H 2.279 -0.977 1.947
S 1.711 -3.152 0.246
O 2.490 -3.843 1.232
O 1.456 -3.812 -1.006
N 0.320 -2.684 1.033
H 0.199 -3.242 1.865
C -0.933 -2.418 0.329
C -0.627 -1.530 -0.875
H 0.000 -2.066 -1.580
H -1.555 -1.248 -1.366
H -0.115 -0.625 -0.554
C -1.582 -3.726 -0.133
H -2.497 -3.522 -0.683
H -1.823 -4.355 0.722
H -0.891 -4.263 -0.778
C -1.853 -1.672 1.301
H -2.780 -1.404 0.803
H -1.370 -0.762 1.648
H -2.087 -2.292 2.162
H 2.776 -1.950 -2.151
H 3.666 0.349 -2.590
H 3.928 4.196 -0.517
H 4.317 3.169 0.879
H 1.695 2.783 -1.338
H -0.198 3.181 1.799
H -2.530 2.361 1.990
H -5.458 -1.237 0.862
H -6.770 -1.777 -0.192
H -5.088 -2.035 -0.677
*
```

Properties
ΔE to the lowest compared entry with this formula, charge and spin = 0.000 eV
Calculated total energy = -1775.003348 Eh
Structure (SMILES) = CCOC(=O)c1ccc(NC(=O)COc2ccc(S(=O)(=O)NC(C)(C)C)cc2)cc1

=====

4.
Computed, not measured: 3 unconnected molecules or ions with the total composition C7H14, with ωB97M-V/def2-TZVPD.

```
! wB97M-V def2-TZVPD RIJCOSX def2/J DEFGRID3
* xyz 0 1
C 0.942 -1.964 -1.291
C 1.192 -1.746 -0.004
C 2.496 -1.213 0.516
C -0.249 0.758 1.530
C -1.023 1.343 0.639
C -2.345 1.862 0.283
C -1.122 2.111 -0.604
H -1.192 -0.752 -1.331
H 1.663 -1.701 -2.062
H 0.017 -2.425 -1.625
H 0.434 -2.001 0.737
H 3.111 -2.037 0.896
H 3.058 -0.704 -0.274
H 2.363 -0.515 1.348
H -0.647 0.330 2.447
H 0.822 0.696 1.372
H -1.904 -0.603 -1.177
H -3.113 1.187 -0.090
H -2.725 2.690 0.876
H -0.688 3.106 -0.635
H -1.089 1.576 -1.551
*
```

Properties
ΔE to the lowest compared entry with this formula, charge and spin = 4.015 eV
Calculated total energy = -274.968713 Eh
Structure (SMILES) = C=C1CC1.[H][H].C=CC

=====

5.
Computed, not measured: a molecular structure, C38H34I2N9ORb, with ωB97M-V/def2-TZVPD.

```
! wB97M-V def2-TZVPD RIJCOSX def2/J DEFGRID3
* xyz 0 1
Rb 0.731 0.855 -0.152
C 2.296 -3.183 -0.925
N 1.255 -2.727 -1.793
C 1.507 -2.393 -3.217
C 0.713 -1.196 -3.682
N 0.386 -0.133 -3.010
C -0.169 0.648 -3.953
C -0.642 1.974 -3.822
C -1.110 2.636 -4.936
C -1.137 1.996 -6.194
C -0.648 0.707 -6.382
C -0.177 0.100 -5.222
N 0.457 -1.114 -5.005
C 3.017 -1.985 -0.387
N 3.189 -0.861 -0.971
C 3.938 -0.086 -0.077
C 4.176 1.303 -0.051
C 4.940 1.851 0.987
C 5.488 0.964 1.941
C 5.268 -0.376 1.924
C 4.420 -0.926 0.962
N 3.909 -2.199 0.671
H 3.100 -3.789 -1.456
H 1.752 -3.810 -0.187
H 0.515 -3.419 -1.788
H 1.103 -3.206 -3.908
H 2.530 -2.220 -3.455
H -0.756 2.436 -2.834
H -1.599 3.570 -4.910
H -1.449 2.453 -7.124
H -0.648 0.074 -7.274
H 0.634 -1.869 -5.655
H 3.670 1.902 -0.770
H 5.004 2.923 0.988
H 6.095 1.401 2.716
H 5.691 -0.981 2.688
H 3.572 -2.889 1.315
I 4.669 1.829 6.636
C 3.067 1.092 5.423
C 2.917 -0.265 5.194
C 2.048 -0.752 4.261
I 1.802 -2.843 3.823
C 1.383 0.157 3.363
O 0.745 -0.307 2.351
C 1.468 1.566 3.746
C 0.677 2.659 3.060
N -0.460 2.238 2.318
C -1.371 3.263 1.930
C -2.519 2.700 1.023
C -3.831 3.257 0.923
C -4.724 2.699 0.021
C -4.356 1.611 -0.748
C -3.111 1.075 -0.483
N -2.210 1.587 0.365
C 2.363 2.033 4.705
H 3.359 -0.896 5.916
H 1.306 3.203 2.323
H 0.608 3.464 3.825
H -0.867 1.374 2.615
H -0.817 4.010 1.378
H -2.016 3.650 2.765
H -4.180 4.143 1.483
H -5.735 3.066 -0.184
H -5.061 1.132 -1.461
H -2.757 0.175 -1.034
H 2.327 3.060 5.001
N -0.347 -2.461 0.801
C -1.661 -2.107 1.096
C -2.214 -2.105 2.373
C -3.603 -1.804 2.582
C -4.455 -1.659 1.496
C -3.927 -1.885 0.201
C -4.671 -1.734 -1.000
C -4.122 -1.990 -2.220
C -2.770 -2.355 -2.272
N -1.999 -2.351 -1.206
C -2.541 -2.177 -0.003
H 0.290 -2.255 1.566
H 0.063 -2.289 -0.091
H -1.660 -2.318 3.250
H -3.974 -1.692 3.572
H -5.451 -1.362 1.568
H -5.665 -1.262 -0.922
H -4.773 -1.969 -3.137
H -2.267 -2.635 -3.244
*
```

Properties
ΔE to the lowest compared entry with this formula, charge and spin = 1.082 eV
Calculated total energy = -2656.014697 Eh

=====

6.
Computed, not measured: 2 unconnected molecules or ions with the total composition C5H13NO2, with ωB97M-V/def2-TZVPD.

```
! wB97M-V def2-TZVPD RIJCOSX def2/J DEFGRID3
* xyz 0 1
O 2.169 -2.033 0.522
C 1.323 -1.608 1.287
N 0.538 -0.547 0.943
C 0.551 -0.126 -0.465
C -0.412 1.002 -0.714
C -1.839 0.823 -0.205
C -2.469 -0.531 -0.522
H 1.224 -2.018 2.294
H -0.262 -0.313 1.504
H 0.317 -1.022 -1.042
H 1.586 -0.015 -0.753
H -0.463 1.154 -1.786
H -0.038 1.958 -0.357
H -1.905 1.001 0.860
H -2.429 1.578 -0.693
H -3.542 -0.394 -0.684
H -2.120 -1.048 -1.416
H -2.406 -1.221 0.320
H 3.741 0.447 0.060
H 2.789 1.528 0.619
O 3.646 1.387 0.226
*
```

Properties
ΔE to the lowest compared entry with this formula, charge and spin = 0.875 eV
Calculated total energy = -403.544472 Eh
Structure (SMILES) = CCCCNC=O.O

=====

7.
Computed, not measured: a single C7H5NO2 molecule, with ωB97M-V/def2-TZVPD.

```
! wB97M-V def2-TZVPD RIJCOSX def2/J DEFGRID3
* xyz 0 1
C 0.871 -0.248 -1.800
C 0.217 -1.012 -2.775
C 1.622 0.773 -1.124
C -0.831 -1.199 -0.101
C -0.196 -1.034 -1.390
C 1.328 0.822 0.142
C -1.932 -0.446 0.097
N 0.950 0.631 1.331
O -0.141 1.432 1.721
O 1.406 -0.140 2.186
H 2.410 1.218 -1.741
H -0.325 -1.572 0.826
H -2.319 0.095 -0.685
H -0.546 0.856 2.308
H -2.515 -0.175 1.006
*
```

Properties
ΔE to the lowest compared entry with this formula, charge and spin = 10.023 eV
Calculated total energy = -474.590508 Eh

=====

8.
Computed, not measured: a molecular structure, C42H46MoN5O3SSbSe, with ωB97M-V/def2-TZVPD.

```
! wB97M-V def2-TZVPD RIJCOSX def2/J DEFGRID3
* xyz 2 1
Mo 0.809 -1.847 -0.767
C 3.962 4.952 -0.296
O 2.918 4.048 -0.620
C 3.224 2.772 -0.887
C 4.518 2.228 -0.850
C 4.689 0.872 -0.931
C 3.603 -0.021 -1.026
C 3.784 -1.418 -0.750
C 5.159 -2.002 -0.642
O 2.815 -2.180 -0.515
C 2.315 0.546 -1.288
O 1.255 -0.181 -1.558
C 2.163 1.929 -1.225
H 3.463 5.883 -0.039
H 4.620 5.110 -1.153
H 4.545 4.599 0.557
H 5.388 2.855 -0.741
H 5.693 0.487 -0.892
H 5.767 -1.429 0.052
H 5.655 -1.996 -1.612
H 5.083 -3.030 -0.299
H 1.191 2.333 -1.466
Se 1.294 -3.374 -2.613
C -0.151 -4.031 -3.771
C -0.940 -5.115 -3.407
C -1.993 -5.468 -4.244
N -2.254 -4.840 -5.370
C -1.471 -3.854 -5.750
C -0.403 -3.401 -4.984
H -0.754 -5.681 -2.504
H -2.663 -6.278 -3.988
H -1.717 -3.389 -6.693
H 0.213 -2.582 -5.324
C -1.418 -0.917 -2.689
C -2.874 -0.593 -3.098
N -3.781 -1.017 -2.050
C -3.524 -0.241 -0.857
C -2.030 -0.364 -0.464
N -1.363 -1.395 -1.285
C -2.163 -2.635 -1.166
C -3.574 -2.424 -1.781
H -0.776 -0.035 -2.775
H -1.000 -1.696 -3.328
H -3.143 -1.113 -4.019
H -3.016 0.477 -3.258
H -4.176 -0.596 -0.056
H -3.790 0.795 -1.078
H -1.934 -0.632 0.593
H -1.516 0.585 -0.653
H -2.218 -2.891 -0.100
H -1.641 -3.435 -1.694
H -4.359 -2.772 -1.106
H -3.663 -2.972 -2.722
S 0.913 -0.248 1.381
Sb -0.100 1.883 1.589
C 1.127 3.340 2.557
C 0.727 4.662 2.467
C 1.363 5.612 3.245
C 2.379 5.237 4.108
C 2.776 3.912 4.185
C 2.151 2.954 3.403
C -1.695 1.370 2.936
C -2.532 2.358 3.433
C -3.614 2.004 4.223
C -3.857 0.672 4.522
C -3.000 -0.308 4.050
C -1.919 0.041 3.258
C -1.207 3.022 0.100
C -2.581 2.843 0.104
C -3.371 3.575 -0.767
C -2.786 4.493 -1.623
C -1.415 4.693 -1.591
C -0.614 3.961 -0.727
H -0.070 4.952 1.796
H 1.055 6.643 3.178
H 2.854 5.977 4.733
H 3.565 3.622 4.861
H 2.454 1.917 3.453
H -2.347 3.398 3.203
H -4.271 2.770 4.604
H -4.707 0.407 5.134
H -3.173 -1.343 4.301
H -1.238 -0.724 2.898
H -3.035 2.141 0.793
H -4.440 3.433 -0.759
H -3.397 5.067 -2.303
H -0.963 5.434 -2.232
H 0.452 4.141 -0.696
C 1.933 -5.053 3.588
N 1.338 -4.666 2.336
C 0.847 -5.522 1.398
C 0.370 -4.754 0.380
N 0.576 -3.427 0.668
C 1.162 -3.426 1.865
H 1.344 -5.855 4.038
H 1.960 -4.202 4.265
H 2.951 -5.420 3.439
H 0.864 -6.588 1.509
H -0.106 -5.087 -0.523
H 1.453 -2.538 2.400
*
```

Properties
ΔE to the lowest compared entry with this formula, charge and spin = 0.000 eV
Calculated total energy = -5235.078613 Eh

=====

9.
Computed, not measured: a molecular structure, C6H6NO3S, with ωB97M-V/def2-TZVPD.

```
! wB97M-V def2-TZVPD RIJCOSX def2/J DEFGRID3
* xyz -1 1
C 0.342 2.402 0.460
C 1.519 1.836 0.922
C -0.539 1.632 -0.287
C 1.862 0.564 0.517
C -0.261 0.338 -0.685
C 0.903 -0.200 -0.198
N -2.025 -2.270 0.507
O -2.131 -2.609 -0.695
O 0.264 -2.335 -1.611
O -2.854 -2.742 1.286
S 1.185 -1.901 -0.432
H 0.283 3.370 1.002
H 2.274 2.522 1.491
H -1.524 1.991 -0.597
H 2.759 -0.027 0.817
H -1.126 -0.126 -1.260
H -0.930 -2.444 -1.237
*
```

Properties
ΔE to the lowest compared entry with this formula, charge and spin = 4.213 eV
Calculated total energy = -910.835749 Eh

=====

10.
Computed, not measured: 12 unconnected molecules or ions with the total composition H24O12, with ωB97M-V/def2-TZVPD.

```
! wB97M-V def2-TZVPD RIJCOSX def2/J DEFGRID3
* xyz 0 1
H 0.001 0.522 0.348
H 0.162 -0.545 -0.679
H -1.286 -3.166 -0.563
H -2.876 -3.099 -0.596
H -1.292 1.246 -1.348
H -1.867 -0.073 -1.699
H -2.896 -1.342 -0.776
H -4.319 -1.448 -0.593
H 2.185 0.282 3.469
H 3.378 -0.365 2.897
H 1.958 -2.270 2.040
H 1.320 -1.237 2.915
H 3.467 0.428 -3.107
H 2.619 -0.749 -3.174
H -2.142 -0.719 0.831
H -3.152 -1.808 1.164
H -0.491 3.880 0.047
H 0.315 3.079 0.976
H -2.648 4.019 -0.037
H -2.983 2.697 0.736
H 1.731 -2.172 -1.766
H 2.799 -1.085 -1.100
H 4.117 2.250 -0.407
H 2.812 2.588 0.440
O -0.378 -0.279 -0.021
O -2.091 -2.775 -0.126
O -2.168 0.915 -1.635
O -3.710 -1.653 -1.236
O 2.743 0.350 2.715
O 1.328 -2.195 2.856
O 3.498 -0.389 -3.464
O -2.301 -1.398 1.413
O -0.304 2.958 0.191
O -3.241 3.612 0.505
O 2.501 -1.992 -1.122
O 3.211 1.932 -0.096
*
```

Properties
ΔE to the lowest compared entry with this formula, charge and spin = 6.357 eV
Calculated total energy = -917.091728 Eh
Structure (SMILES) = O.O.O.O.O.O.O.O.O.O.O.O

=====

11.
Computed, not measured: a single H4N4O molecule, with ωB97M-V/def2-TZVPD.

```
! wB97M-V def2-TZVPD RIJCOSX def2/J DEFGRID3
* xyz 0 1
N -0.210 -2.248 -0.579
N -0.264 0.547 0.917
N -0.203 -0.584 -1.140
N 0.404 0.271 -0.310
O -0.466 -2.962 -1.485
H -1.163 0.863 0.704
H -0.534 -0.430 1.403
H -1.081 -0.292 -1.644
H 1.271 -0.093 -0.043
*
```

Properties
ΔE to the lowest compared entry with this formula, charge and spin = 1.469 eV
Calculated total energy = -296.471906 Eh
Structure (SMILES) = NNNN=O

=====

12.
Computed, not measured: a molecular structure, C26H37BaMnN5O4, with ωB97M-V/def2-TZVPD.

```
! wB97M-V def2-TZVPD RIJCOSX def2/J DEFGRID3
* xyz 2 6
Ba -2.949 -4.300 -0.754
Mn 1.734 2.848 1.302
C 0.241 -0.631 -0.951
C -0.750 -1.714 -0.701
C -1.836 -1.306 0.417
O -2.851 -2.000 0.479
C -1.502 -0.223 1.349
C -0.372 0.501 1.183
C 0.527 0.372 -0.051
O 1.453 1.253 -0.376
O -0.082 1.330 2.122
O -0.948 -2.736 -1.316
H 0.783 -0.683 -1.883
H -2.222 -0.074 2.140
C -3.736 3.113 2.463
C -4.572 1.874 2.898
C -4.998 0.957 1.713
C -5.836 1.610 0.668
N -6.588 2.039 -0.111
H -3.743 3.388 1.408
H -2.684 2.915 2.666
H -3.918 3.977 3.102
H -5.508 2.299 3.263
H -4.148 1.337 3.747
H -5.725 0.230 2.075
H -4.138 0.435 1.293
C 1.703 0.118 -4.256
C 2.255 0.445 -5.624
C 2.599 -0.828 -6.470
C 3.349 -1.841 -5.775
N 3.951 -2.676 -5.149
H 1.487 1.102 -3.839
H 2.498 -0.342 -3.669
H 0.795 -0.485 -4.255
H 3.139 1.077 -5.704
H 1.479 0.954 -6.197
H 3.242 -0.606 -7.321
H 1.704 -1.246 -6.930
C -2.974 -3.939 5.680
C -2.713 -2.912 4.482
C -3.940 -2.623 3.682
C -4.680 -1.573 4.403
N -5.194 -0.729 4.959
H -2.299 -3.748 6.514
H -3.048 -4.948 5.273
H -4.006 -3.769 5.987
H -2.051 -3.412 3.776
H -2.306 -1.940 4.759
H -4.636 -3.447 3.525
H -3.688 -2.145 2.736
C 4.113 5.019 -4.229
C 5.137 5.061 -3.133
C 4.496 5.393 -1.715
C 3.492 4.552 -1.054
N 2.661 3.883 -0.575
H 4.771 4.919 -5.092
H 3.532 5.929 -4.384
H 3.400 4.234 -3.978
H 5.987 5.718 -3.319
H 5.660 4.116 -2.987
H 4.030 6.378 -1.698
H 5.356 5.323 -1.050
C 3.298 -2.137 1.355
C 2.087 -2.993 1.854
C 1.639 -3.837 0.711
C 0.320 -4.498 0.816
N -0.720 -4.954 0.884
H 3.819 -1.700 2.208
H 2.923 -1.349 0.702
H 4.181 -2.584 0.898
H 1.289 -2.312 2.148
H 2.365 -3.646 2.682
H 2.360 -4.595 0.406
H 1.506 -3.221 -0.179
*
```

Properties
<S²> = 8.7531
Calculated total energy = -2763.567655 Eh